1.
Below is the molecule C6H6OS2 in a non-equilibrium geometry, with properties calculated with ωB97M-V/def2-TZVPD.

Positions of all 15 atoms, in Å:
1 C 1.32277 -1.62429 -0.41848
2 C 0.36582 -0.46069 -0.79223
3 C 3.13450 0.09614 0.32032
4 C 1.48224 -2.78029 -1.01790
5 C 0.22747 0.64512 0.08813
6 C -0.30764 2.00100 -0.26871
7 O -0.14471 -0.57740 -1.90626
8 S 3.77946 1.33655 -0.34951
9 S 2.53408 -1.19731 0.96751
10 H 2.20297 -3.43607 -0.77427
11 H 0.82319 -3.03565 -1.88637
12 H 0.71958 0.58172 0.98009
13 H 0.44917 2.73739 -0.36435
14 H -1.04766 2.23387 0.42742
15 H -0.81490 1.79300 -1.33638

Charge ... 0
Calculated total energy ... -1103.6525 Ha

Löwdin charges in e: -0.390 -0.525 -1.086 0.024 -0.149 -0.082 0.001 0.840 1.010 0.019 0.110 0.010 0.049 0.041 0.128


2.
Below is a structure of composition C16H8F5N2PdSSe2 in a non-equilibrium geometry, with properties calculated with ωB97M-V/def2-TZVPD.

Positions of all 35 atoms, in Å:
1 Pd 0.75370 0.34950 -0.03868
2 Se 1.82174 2.49257 -0.96298
3 Se 3.19029 1.78663 0.83457
4 C 3.55740 0.07418 0.03859
5 C 4.80995 -0.48592 0.15029
6 C 5.03058 -1.71064 -0.47057
7 C 4.01271 -2.30751 -1.19251
8 C 2.77574 -1.69039 -1.23917
9 N 2.55111 -0.52417 -0.62965
10 C 0.25711 3.09163 -0.00016
11 C -0.22682 4.37462 -0.11999
12 C -1.42570 4.65900 0.52697
13 C -2.05918 3.66558 1.25410
14 C -1.48972 2.40312 1.31169
15 N -0.34444 2.12748 0.68994
16 H 5.59047 0.01752 0.70321
17 H 6.00070 -2.18432 -0.39777
18 H 4.16580 -3.24273 -1.71093
19 H 1.93351 -2.13133 -1.75304
20 H 0.29991 5.11620 -0.70331
21 H -1.85461 5.65007 0.46058
22 H -2.98571 3.85938 1.77559
23 H -1.94556 1.59400 1.86567
24 F -5.46555 -2.87817 -0.70430
25 C -4.21344 -2.57408 -0.38941
26 C -3.69024 -1.34124 -0.72159
27 F -4.43607 -0.44890 -1.36987
28 C -2.38805 -1.03278 -0.37381
29 F -1.93221 0.18492 -0.74070
30 C -1.56894 -1.91188 0.30859
31 S 0.08283 -1.60450 0.87550
32 C -2.11838 -3.15264 0.60668
33 F -1.37134 -4.05759 1.24438
34 C -3.41642 -3.48710 0.27626
35 F -3.90118 -4.68052 0.59582

Charge ... +1
Calculated total energy ... -6552.0342 Ha

Löwdin charges in e: 0.498 0.795 0.763 -0.657 -0.074 -0.016 -0.018 -0.108 -0.153 -0.636 -0.063 -0.016 -0.012 -0.082 -0.068 0.117 0.127 0.123 0.122 0.118 0.126 0.123 0.132 0.149 -0.136 -0.145 0.134 -0.230 0.032 -0.488 0.695 -0.250 0.089 -0.138 0.147


3.
Below is a cluster of 4 separate species, C3H12O4S in total in a non-equilibrium geometry, with properties calculated with ωB97M-V/def2-TZVPD.

Positions of all 20 atoms, in Å:
1 O -0.36358 0.49553 -2.27082
2 C -0.48666 1.23132 -1.31601
3 C -0.41158 0.79493 0.12457
4 C 0.26739 1.83342 0.99937
5 S 0.13694 1.37818 2.76628
6 H -0.75467 2.30040 -1.46773
7 H 0.08644 -0.16993 0.20311
8 H -1.44989 0.58675 0.36651
9 H 1.33189 1.70786 0.88551
10 H -0.12460 2.83360 0.85501
11 H -1.10695 0.88730 2.84924
12 H -0.41151 -1.27777 -2.36249
13 H 0.00307 -2.84959 -2.36625
14 O -0.67195 -2.19889 -2.17614
15 H 3.00649 -0.08683 -0.08306
16 H 2.35520 -0.29075 1.29063
17 O 2.99758 0.25597 0.81672
18 H -1.61995 -2.32264 -0.47788
19 H -0.99573 -2.73722 0.88698
20 O -1.78792 -2.37164 0.47644

Charge ... 0
Calculated total energy ... -820.6307 Ha
SMILES string ... O=CCCS.O.O.O

Löwdin charges in e: 0.037 -0.212 -0.241 -0.549 0.710 0.136 0.101 0.119 0.027 0.072 -0.146 0.003 0.046 -0.064 0.046 0.030 -0.059 -0.009 0.031 -0.078